[1]
{
  "formula": "CH3N2PS",
  "method": "the ωB97M-V functional and the def2-TZVPD basis",
  "symbols": ["C", "N", "N", "P", "S", "H", "H", "H"],
  "coordinates": [[0.4908, 1.4767, -0.4873], [0.9641, 2.4838, -0.1851], [-1.4263, -0.1871, 0.1299], [-0.3510, 0.0713, -1.1060], [2.1410, -1.5677, -0.3425], [-1.1424, 0.3053, 1.0594], [-1.9483, -1.0636, 0.2071], [1.2721, -1.5188, 0.7245]],
  "homo_lumo_gap_ev": [7.33, 6.66],
  "relative_energy_kj_mol": 217.0,
  "e_homo_ha": [-0.33177, -0.31664]
}

***

[2]
{
  "formula": "C17H29N3OTlV",
  "method": "the ωB97M-V functional and the def2-TZVPD basis",
  "symbols": ["N", "C", "O", "Tl", "V", "N", "N", "C", "C", "C", "C", "C", "C", "C", "C", "H", "H", "H", "H", "H", "H", "H", "H", "H", "H", "H", "H", "H", "H", "H", "H", "H", "H", "C", "H", "H", "H", "C", "H", "H", "H", "C", "C", "C", "C", "C", "C", "H", "H", "H", "H", "H"],
  "coordinates": [[2.1130, -0.3845, 0.2936], [2.9357, -0.6842, 1.1437], [3.7327, -0.9801, 1.9687], [0.8597, 0.5906, -3.2277], [0.2767, -0.1544, -0.1710], [-0.4794, -1.5838, -1.0875], [-0.0751, 1.5036, -1.0225], [-0.2109, -3.0091, -0.7793], [0.6703, 2.7954, -0.9471], [0.9349, -3.4862, -1.6725], [-1.4400, -3.8916, -1.0123], [0.1954, -3.1706, 0.6751], [0.3818, 3.6482, -2.1796], [0.2311, 3.5731, 0.2923], [2.1596, 2.4925, -0.8779], [0.6700, -3.4352, -2.7352], [1.1830, -4.5293, -1.4379], [1.8363, -2.8761, -1.5121], [-2.3218, -3.5025, -0.4880], [-1.2323, -4.8963, -0.6246], [-1.6864, -4.0065, -2.0733], [1.1829, -2.7450, 0.8724], [0.2479, -4.2416, 0.9065], [-0.5355, -2.7197, 1.3553], [0.8668, 3.2564, -3.0864], [0.8106, 4.6472, -2.0106], [-0.6956, 3.7543, -2.3639], [-0.8044, 3.9240, 0.1886], [0.8701, 4.4604, 0.4076], [0.3069, 2.9711, 1.2050], [2.4282, 1.9098, 0.0097], [2.7079, 3.4490, -0.8598], [2.5334, 1.9534, -1.7635], [-1.5405, 1.6315, -1.1698], [-2.0442, 0.7664, -0.7097], [-1.9192, 2.5267, -0.6560], [-1.8708, 1.6904, -2.2220], [-1.2723, -1.4274, -2.3168], [-2.2570, -1.9149, -2.2039], [-1.5109, -0.3803, -2.5493], [-0.7554, -1.8693, -3.1881], [-0.8960, 0.6716, 4.5434], [0.0068, -0.3495, 4.2338], [0.2725, -0.6664, 2.8902], [-0.3544, 0.0319, 1.8600], [-1.2909, 1.0253, 2.1665], [-1.5512, 1.3538, 3.5096], [-1.0855, 0.9377, 5.5842], [0.5225, -0.8919, 5.0322], [0.9770, -1.4752, 2.6904], [-1.8285, 1.5528, 1.3769], [-2.2554, 2.1542, 3.7427]],
  "homo_lumo_gap_ev": [6.59, 6.39],
  "e_homo_ha": [-0.56243, -0.56225],
  "charge": 2
}

***

[3]
{
  "formula": "C11H15N3O",
  "method": "the ωB97M-V functional and the def2-TZVPD basis",
  "symbols": ["C", "C", "C", "C", "C", "C", "C", "C", "C", "C", "C", "N", "N", "N", "O", "H", "H", "H", "H", "H", "H", "H", "H", "H", "H", "H", "H", "H", "H", "H"],
  "coordinates": [[3.5025, -0.7048, 0.0513], [3.0060, 0.2558, -0.7599], [2.6354, -1.3530, 1.0037], [1.6633, 0.6191, -0.7487], [1.3155, -0.9718, 1.0522], [0.8033, -0.0385, 0.1555], [-0.6093, 0.3940, 0.1041], [-1.6516, -0.4083, -0.6389], [-0.9121, -1.2231, -1.7278], [-2.8266, 0.3315, -1.3037], [-0.2816, 2.4720, 1.0785], [-2.3336, -1.4359, 0.2549], [-2.1755, -1.4251, 1.4667], [-1.2924, -0.7522, 2.0972], [-1.0340, 1.6804, 0.2184], [4.5248, -1.0451, 0.1500], [3.5376, 0.7892, -1.5646], [3.1737, -2.0350, 1.6755], [1.4180, 1.2042, -1.6512], [0.5341, -1.2576, 1.8175], [-0.2499, -1.8748, -1.1115], [-0.3551, -0.5680, -2.3365], [-1.7519, -1.5159, -2.3585], [-2.4276, 1.0786, -1.9683], [-3.2595, 0.9676, -0.5871], [-3.6478, -0.3205, -1.6874], [-0.5395, 3.5773, 1.2282], [0.7556, 2.3464, 0.7878], [-0.3388, 2.1450, 2.1832], [-1.1830, -0.9315, 3.1192]],
  "homo_lumo_gap_ev": [7.91, 7.91],
  "relative_energy_kj_mol": 613.2,
  "e_homo_ha": [-0.28851, -0.28857]
}

***

[4]
{
  "formula": "C5H10N2",
  "method": "the ωB97M-V functional and the def2-TZVPD basis",
  "symbols": ["C", "N", "C", "C", "C", "C", "N", "H", "H", "H", "H", "H", "H", "H", "H", "H", "H"],
  "coordinates": [[-0.8738, 1.1471, -2.1283], [0.1168, 0.3686, -1.7997], [0.3262, -0.5769, -0.8172], [-0.0163, -1.9197, -0.8049], [1.1600, -0.0352, 0.4175], [0.5582, 0.8583, 1.5078], [-0.7817, 0.2825, 1.9402], [-0.7821, 1.6220, -3.0415], [-1.8408, 1.0320, -1.6593], [0.1361, -2.4111, 0.1200], [-0.7413, -2.3102, -1.5515], [1.5228, -0.9796, 0.8859], [2.0090, 0.4439, -0.1544], [1.2733, 1.0664, 2.3485], [0.2988, 1.8018, 1.0451], [-1.3104, 0.0131, 1.1133], [-1.0547, -0.4030, 2.5785]],
  "smiles": "C=NC(=C)CCN",
  "homo_lumo_gap_ev": 9.29,
  "relative_energy_kj_mol": 265.0,
  "e_homo_ha": -0.31164
}

***

[5]
{
  "formula": "C6H10N2O",
  "method": "the ωB97M-V functional and the def2-TZVPD basis",
  "symbols": ["C", "C", "N", "N", "C", "C", "C", "C", "O", "H", "H", "H", "H", "H", "H", "H", "H", "H", "H"],
  "coordinates": [[0.8154, 2.4034, -0.9371], [-0.3137, 1.6874, -0.9220], [-1.3362, 1.9465, -1.7933], [-0.6239, 0.6605, 0.2495], [0.1337, -0.3394, 0.1891], [1.3970, -0.7729, -0.4735], [-0.3280, -1.4104, 1.4672], [-0.9686, -2.5501, 1.1957], [0.0635, -1.0295, 2.7231], [1.6431, 2.1760, -0.2815], [0.9447, 3.2287, -1.6313], [-1.5500, 2.9331, -1.8870], [-2.1566, 1.4010, -1.5477], [2.2334, -0.4569, 0.1562], [1.4475, -1.8608, -0.5658], [1.5005, -0.3726, -1.4826], [-1.2791, -2.7823, 0.1826], [-1.3012, -3.2246, 1.9810], [-0.3215, -1.6370, 3.3776]],
  "smiles": "C=C(N)/N=C(\\C)C(=C)O",
  "homo_lumo_gap_ev": 9.21,
  "relative_energy_kj_mol": 283.6,
  "e_homo_ha": -0.30619
}

***

[6]
{
  "formula": "C3H10N2O",
  "method": "the ωB97M-V functional and the def2-TZVPD basis",
  "symbols": ["N", "C", "O", "H", "H", "H", "C", "N", "C", "H", "H", "H", "H", "H", "H", "H"],
  "coordinates": [[2.5737, 0.7382, 0.4275], [2.5392, -0.0966, -0.6432], [3.1014, -1.1689, -0.6876], [1.9074, 1.4889, 0.4498], [3.0502, 0.3638, 1.2304], [1.9663, 0.2769, -1.5196], [-1.5129, 0.6851, -0.7956], [-1.3172, -0.6721, -0.3760], [-1.6970, -0.9057, 1.0096], [-2.5637, 0.8696, -0.9988], [-1.2637, 1.4079, -0.0044], [-0.9175, 0.9317, -1.6704], [-0.4312, -1.1188, -0.5529], [-1.1035, -0.3111, 1.6897], [-1.6165, -1.9531, 1.2820], [-2.7148, -0.5360, 1.1596]],
  "smiles": "NC=O.CNC",
  "homo_lumo_gap_ev": 9.46,
  "relative_energy_kj_mol": 96.1,
  "e_homo_ha": -0.31902
}

***

[7]
{
  "formula": "C4H5LiO2Tm",
  "method": "the ωB97M-V functional and the def2-TZVPD basis",
  "symbols": ["H", "C", "C", "C", "C", "O", "O", "Tm", "Li", "H", "H", "H", "H"],
  "coordinates": [[-1.4878, 1.3914, 0.1161], [-0.5237, 0.0032, 0.5947], [0.9269, -0.2849, 0.8348], [1.5021, -0.3603, -0.5805], [0.3479, -0.4003, -1.5235], [-0.7251, -0.5128, -0.7688], [-1.5096, -0.2508, 1.3365], [-3.5709, 1.0151, 1.3053], [-1.5829, 0.8537, -2.4999], [0.9860, -1.2268, 1.3969], [1.3842, 0.5009, 1.4496], [2.1272, -1.2369, -0.8099], [2.1257, 0.5085, -0.8511]],
  "homo_lumo_gap_ev": [7.17, 4.77],
  "relative_energy_kj_mol": 415.6,
  "e_homo_ha": [-0.77286, -0.75933],
  "charge": 3,
  "spin_multiplicity": 3
}